Record 1
{
  "formula": "C18H30AgO14",
  "method": "the ωB97M-V functional and the def2-TZVPD basis",
  "s_squared": 0.757,
  "multiplicity": 2,
  "homo_energy_ev": [-6.99, -5.70],
  "orbital_gap_ev": [7.480, 5.119],
  "lumo_ev": [0.491, -0.584],
  "symbols": ["Ag", "C", "O", "H", "H", "H", "C", "O", "H", "H", "H", "C", "C", "C", "O", "C", "O", "O", "H", "H", "H", "H", "H", "H", "C", "C", "C", "O", "C", "O", "O", "H", "H", "H", "H", "H", "H", "C", "C", "C", "O", "C", "O", "O", "H", "H", "H", "H", "H", "H", "C", "C", "C", "O", "C", "O", "O", "H", "H", "H", "H", "H", "H"],
  "positions_angstrom": [[31.352, 30.577, 20.678], [32.327, 28.507, 18.109], [32.513, 29.439, 19.088], [31.547, 27.717, 18.183], [32.071, 28.880, 17.101], [33.205, 27.844, 18.036], [29.975, 32.003, 23.456], [29.945, 31.380, 22.200], [29.419, 31.428, 24.214], [30.990, 32.030, 23.871], [29.491, 32.968, 23.279], [31.309, 37.134, 18.045], [31.025, 35.642, 17.897], [31.864, 34.827, 16.940], [31.995, 33.607, 17.640], [31.555, 33.687, 18.902], [31.552, 32.778, 19.650], [31.033, 34.946, 19.139], [31.969, 37.346, 18.887], [30.384, 37.693, 18.138], [31.843, 37.448, 17.144], [29.953, 35.622, 17.652], [32.822, 35.315, 16.735], [31.393, 34.698, 15.967], [27.351, 27.407, 21.597], [28.355, 28.053, 22.583], [29.001, 26.935, 23.460], [30.361, 27.338, 23.513], [30.619, 28.160, 22.498], [31.653, 28.706, 22.261], [29.492, 28.359, 21.797], [26.917, 26.463, 21.936], [27.664, 27.328, 20.562], [26.437, 28.014, 21.635], [27.861, 28.802, 23.198], [28.886, 25.942, 23.017], [28.592, 26.818, 24.464], [27.079, 28.710, 15.923], [27.951, 29.929, 16.371], [27.197, 31.141, 16.868], [28.003, 31.503, 17.996], [28.808, 30.486, 18.349], [29.598, 30.509, 19.240], [28.664, 29.447, 17.513], [26.316, 28.523, 16.681], [27.659, 27.790, 15.908], [26.682, 28.935, 14.932], [28.665, 30.019, 15.546], [26.198, 30.846, 17.198], [27.150, 31.927, 16.119], [36.901, 33.374, 19.099], [36.564, 32.109, 19.820], [36.949, 32.062, 21.320], [35.793, 31.508, 21.909], [34.757, 31.578, 21.096], [33.647, 31.346, 21.446], [35.147, 31.958, 19.859], [36.744, 34.341, 19.580], [36.541, 33.432, 18.074], [37.998, 33.386, 18.997], [37.008, 31.226, 19.351], [37.164, 33.087, 21.638], [37.884, 31.537, 21.497]]
}

Record 2
{
  "formula": "C18H30AlBr4ClCsF3N6O7",
  "method": "the ωB97M-V functional and the def2-TZVPD basis",
  "homo_energy_ev": -8.25,
  "orbital_gap_ev": 1.354,
  "lumo_ev": -6.895,
  "symbols": ["N", "C", "C", "C", "C", "C", "C", "C", "C", "C", "F", "Br", "C", "F", "F", "Br", "C", "C", "C", "N", "C", "C", "N", "C", "H", "H", "H", "H", "H", "H", "H", "H", "H", "H", "H", "H", "H", "H", "H", "H", "H", "H", "N", "O", "O", "O", "C", "O", "H", "H", "H", "H", "O", "H", "H", "O", "H", "H", "C", "O", "N", "N", "H", "H", "H", "H", "Cs", "Al", "Br", "Cl", "Br"],
  "positions_angstrom": [[-1.757, -2.917, -3.149], [-0.679, -2.272, -4.025], [-0.727, -0.767, -3.771], [0.667, -0.188, -3.351], [0.643, 0.427, -1.911], [1.693, -0.050, -0.889], [2.459, 0.897, -0.240], [2.302, 2.388, -0.478], [0.907, 2.884, 0.020], [0.958, 3.858, 1.173], [1.896, 3.511, 2.080], [-0.788, 3.695, 2.091], [1.133, 5.368, 0.733], [1.088, 5.492, -0.603], [0.144, 6.137, 1.209], [2.784, 6.146, 1.381], [3.438, 0.497, 0.718], [3.630, -0.810, 0.996], [2.860, -1.824, 0.394], [3.113, -3.089, 0.746], [2.323, -3.959, 0.171], [1.304, -3.626, -0.739], [1.062, -2.329, -1.184], [1.876, -1.448, -0.556], [-1.549, -2.593, -2.191], [-2.618, -2.455, -3.421], [0.347, -2.625, -3.787], [-0.842, -2.534, -5.084], [-1.486, -0.575, -3.014], [-1.099, -0.312, -4.710], [1.407, -0.977, -3.452], [0.882, 0.609, -4.059], [-0.340, 0.214, -1.480], [0.695, 1.499, -2.034], [3.135, 2.938, -0.049], [2.312, 2.518, -1.560], [0.382, 3.317, -0.828], [0.316, 2.022, 0.312], [4.050, 1.228, 1.229], [4.395, -1.098, 1.704], [2.447, -5.004, 0.437], [0.654, -4.465, -1.206], [2.199, 1.170, 4.555], [2.359, 0.291, 3.693], [1.073, 1.390, 5.010], [3.169, 1.827, 4.947], [1.844, 5.112, 5.715], [3.223, 4.788, 5.620], [1.710, 5.789, 6.556], [1.512, 5.612, 4.798], [1.239, 4.214, 5.876], [3.324, 4.186, 4.876], [-4.710, -4.796, -3.148], [-5.264, -4.036, -2.950], [-3.812, -4.451, -3.120], [-4.312, -2.931, -0.842], [-5.320, -3.131, -0.728], [-3.879, -3.770, -0.638], [-4.790, -1.570, 2.679], [-5.698, -1.899, 1.909], [-3.510, -1.432, 2.251], [-5.021, -1.324, 3.991], [-2.749, -1.164, 2.848], [-3.333, -1.608, 1.277], [-5.965, -1.421, 4.319], [-4.305, -1.048, 4.637], [0.343, -4.408, -2.701], [-0.657, 0.062, -6.737], [0.838, 2.181, -6.269], [1.333, -3.253, -6.516], [-6.257, -4.108, 0.472]]
}

Record 3
{
  "formula": "C18H30AlN2O8S",
  "method": "the ωB97M-V functional and the def2-TZVPD basis",
  "total_charge": -1,
  "e_above_lowest_ev": 0.000,
  "homo_energy_ev": -5.20,
  "orbital_gap_ev": 7.367,
  "lumo_ev": 2.164,
  "symbols": ["C", "C", "O", "N", "C", "C", "O", "Al", "C", "C", "C", "S", "C", "C", "C", "C", "C", "N", "H", "H", "H", "H", "H", "H", "H", "H", "H", "H", "H", "H", "H", "H", "H", "H", "H", "H", "C", "O", "C", "O", "O", "C", "H", "H", "H", "H", "H", "H", "C", "O", "C", "O", "O", "C", "H", "H", "H", "H", "H", "H"],
  "positions_angstrom": [[2.575, 1.375, 1.230], [3.000, 1.751, -0.229], [4.182, 1.957, -0.431], [2.097, 1.906, -1.347], [1.564, 3.240, -1.441], [0.588, 3.895, -0.414], [1.894, 3.927, -2.387], [0.758, 0.523, -1.438], [-0.913, 0.848, -0.306], [-2.037, 1.668, -1.064], [-3.474, 1.118, -0.600], [-4.451, 2.544, 0.121], [1.482, -1.323, -0.844], [2.903, -1.624, -0.669], [3.477, -2.889, -0.218], [2.388, -3.928, 0.045], [1.035, -3.488, -0.204], [0.549, -2.294, -0.607], [2.616, 2.282, 1.878], [3.352, 0.657, 1.611], [1.593, 0.846, 1.236], [1.028, 4.832, 0.024], [0.289, 3.237, 0.435], [-0.328, 4.230, -0.971], [0.269, 0.400, -2.964], [-1.352, -0.176, -0.116], [-0.673, 1.258, 0.714], [-2.022, 2.736, -0.741], [-1.986, 1.520, -2.168], [-4.081, 0.739, -1.459], [-3.383, 0.371, 0.220], [-4.809, 2.250, 1.413], [3.624, -0.801, -0.904], [4.560, -3.073, -0.084], [2.624, -4.952, 0.406], [0.255, -4.277, -0.032], [2.540, -4.301, -4.472], [3.364, -5.253, -5.158], [4.348, -5.755, -4.408], [4.564, -5.482, -3.257], [5.050, -6.618, -5.159], [6.139, -7.232, -4.475], [1.776, -3.959, -5.167], [2.049, -4.763, -3.616], [3.130, -3.440, -4.156], [5.780, -7.817, -3.627], [6.861, -6.483, -4.148], [6.630, -7.905, -5.177], [-5.325, 2.780, 7.316], [-6.041, 3.882, 6.760], [-5.952, 3.976, 5.427], [-5.340, 3.230, 4.708], [-6.662, 5.043, 5.040], [-6.656, 5.269, 3.630], [-5.469, 2.806, 8.395], [-5.716, 1.836, 6.935], [-4.259, 2.867, 7.105], [-7.101, 4.424, 3.103], [-5.642, 5.453, 3.274], [-7.258, 6.154, 3.433]]
}

Record 4
{
  "formula": "C18H30AuNO4P2",
  "method": "the ωB97M-V functional and the def2-TZVPD basis",
  "s_squared": 2.010,
  "e_above_lowest_ev": 0.000,
  "multiplicity": 3,
  "homo_energy_ev": [-5.94, -8.02],
  "orbital_gap_ev": [6.189, 7.642],
  "lumo_ev": [0.250, -0.374],
  "symbols": ["C", "C", "N", "C", "C", "C", "C", "P", "Au", "P", "C", "C", "C", "C", "C", "C", "C", "O", "O", "H", "H", "H", "C", "C", "H", "H", "H", "H", "C", "C", "H", "H", "H", "H", "H", "H", "H", "H", "H", "H", "H", "H", "H", "H", "H", "H", "H", "H", "H", "H", "H", "H", "O", "C", "O", "H"],
  "positions_angstrom": [[-0.996, 3.150, -2.888], [-1.027, 2.097, -1.968], [0.098, 1.704, -1.367], [1.238, 2.389, -1.501], [1.308, 3.488, -2.363], [0.178, 3.864, -3.056], [-2.362, 1.481, -1.579], [-2.237, 0.214, -0.263], [0.058, -0.102, 0.220], [2.381, 0.318, 0.011], [2.457, 2.004, -0.685], [-0.015, -1.701, 1.639], [-0.485, -1.380, 2.901], [-0.529, -2.390, 3.885], [-0.129, -3.691, 3.581], [0.338, -4.000, 2.295], [0.396, -2.981, 1.313], [-1.832, -0.865, -4.631], [1.291, -1.083, -3.386], [-1.929, 3.415, -3.373], [2.253, 4.028, -2.447], [0.189, 4.730, -3.718], [-3.179, 1.066, 1.005], [-3.125, -1.270, -0.776], [3.372, 2.082, -1.290], [2.561, 2.682, 0.180], [-2.901, 1.011, -2.415], [-3.070, 2.282, -1.220], [3.246, 0.315, 1.600], [3.292, -0.763, -1.110], [-0.803, -0.358, 3.113], [-0.911, -2.141, 4.877], [-0.182, -4.478, 4.344], [0.630, -5.014, 2.038], [0.755, -3.208, 0.313], [-0.054, -1.148, -1.096], [1.664, -1.788, -3.954], [-0.881, -0.741, -4.562], [-2.097, -0.240, -5.319], [0.723, -1.582, -2.755], [-4.165, 1.372, 0.631], [-3.302, 0.394, 1.856], [-2.627, 1.964, 1.309], [-4.208, -1.083, -0.813], [-2.779, -1.597, -1.771], [-2.921, -2.058, -0.033], [4.336, -0.420, -1.149], [3.246, -1.792, -0.723], [2.830, -0.728, -2.111], [4.327, 0.430, 1.437], [2.870, 1.129, 2.234], [3.050, -0.650, 2.088], [1.279, 3.206, 2.977], [0.529, 2.238, 2.712], [-0.182, 2.036, 1.663], [0.475, 1.441, 3.497]]
}

What are the calculated total energy values for these records? In order: -1904.041754, -12876.954426, -2055.963538, -1877.899390 Ha.